Entry from the OMol25 dataset: a molecular structure, C22H17F2N7O2S5W in a non-equilibrium geometry (wB97M-V/def2-TZVPD).

## Properties
Frontier orbital gap (spin up / spin down) = 6.48 / 6.48 eV
Electronic energy = -3640.15128 Ha
Multiplicity = 1
LUMO (spin up / spin down) = -1.275 / -1.275 eV

Each line ends with the Mulliken charge.
Cartesian coordinates (Å):
W  -0.43  0.69  0.39  1.299
S  -0.35  1.42  2.58  -0.410
C  1.34  1.47  3.02  0.356
C  1.73  2.01  4.25  -0.777
C  3.07  2.12  4.59  0.807
C  3.44  2.74  5.83  -0.184
N  3.73  3.24  6.82  -0.519
C  4.05  1.66  3.69  0.131
C  3.67  1.12  2.47  -0.657
C  2.32  1.03  2.13  0.175
S  1.86  0.44  0.54  -0.231
C  5.45  1.77  4.01  -0.167
N  6.56  1.85  4.26  -0.522
H  0.97  2.37  4.93  0.552
H  4.42  0.78  1.78  0.507
C  -0.62  -3.09  -2.70  -0.701
N  0.60  -2.29  -2.64  0.203
C  1.89  -2.74  -2.88  -0.138
C  2.71  -1.68  -2.76  -0.674
N  1.91  -0.59  -2.46  0.122
C  0.62  -0.97  -2.38  -0.091
S  -0.72  0.04  -2.04  -0.304
H  -0.34  -4.14  -2.75  0.304
H  -1.20  -2.82  -3.58  0.307
H  -1.23  -2.90  -1.82  0.257
H  2.10  -3.77  -3.12  0.436
H  3.78  -1.60  -2.86  0.424
H  2.21  0.35  -2.27  0.268
F  -2.52  -1.52  0.34  -0.255
C  -1.22  -1.35  0.79  0.285
F  -1.24  -1.69  2.13  -0.263
H  -0.63  -2.13  0.30  0.060
N  2.51  5.93  4.01  -0.478
C  2.07  5.53  2.77  0.790
C  0.91  6.09  2.21  -0.744
C  0.42  5.63  1.00  -0.614
C  1.08  4.60  0.34  -0.184
C  2.25  4.06  0.86  -0.468
C  2.74  4.52  2.06  -0.712
S  0.38  3.88  -1.09  0.954
O  1.43  3.23  -1.83  -0.687
O  -0.48  4.83  -1.73  -0.732
N  -0.57  2.70  -0.48  -0.111
C  -1.91  2.81  -0.29  0.436
S  -3.07  4.06  -0.50  -0.019
C  -4.29  2.99  0.12  -0.293
C  -3.77  1.78  0.41  -0.892
N  -2.42  1.68  0.17  -0.220
H  2.19  6.81  4.36  0.205
H  3.45  5.68  4.27  0.237
H  0.40  6.88  2.74  0.313
H  -0.47  6.06  0.57  0.495
H  2.76  3.28  0.32  0.720
H  3.66  4.10  2.47  0.528
H  -5.31  3.31  0.19  0.416
H  -4.30  0.92  0.79  0.463

=====

Entry from the OMol25 dataset: a single C18H21N3O3 molecule (wB97M-V/def2-TZVPD).

## Properties
SMILES = COCCCNC(=O)c1cn(C)c(=O)c2c1c1ccccc1n2C
ΔE to the lowest compared entry with this formula, charge and spin = 67.6 kJ/mol
Frontier orbital gap = 8.08 eV
Electronic energy = -1088.54205 Ha
Multiplicity = 1
LUMO = 0.484 eV

Each line ends with the Mulliken charge.
Cartesian coordinates (Å):
C  1.69  5.77  -2.06  -0.718
H  0.93  5.21  -2.63  0.285
O  2.04  5.10  -0.88  -0.301
C  0.95  4.92  0.00  -0.297
C  1.44  4.29  1.30  -0.700
C  2.22  2.99  1.06  -0.918
N  1.45  2.01  0.32  -0.157
C  0.60  1.15  0.94  -0.099
O  0.50  1.09  2.15  -0.644
C  -0.18  0.29  0.00  0.545
C  -0.80  0.85  -1.08  -0.741
N  -1.56  0.14  -1.96  0.008
C  -1.78  -1.23  -1.87  0.829
O  -2.46  -1.80  -2.71  -0.787
C  -1.12  -1.82  -0.74  -0.800
C  -0.36  -1.10  0.18  1.486
C  0.12  -2.05  1.15  0.746
C  0.90  -1.96  2.29  -0.395
C  1.16  -3.12  3.00  -0.873
C  0.66  -4.35  2.58  -0.594
C  -0.13  -4.47  1.46  -0.631
C  -0.40  -3.31  0.74  -0.314
N  -1.14  -3.15  -0.40  -0.093
C  -1.82  -4.21  -1.09  -1.105
H  -2.33  -3.79  -1.95  0.350
H  -1.10  -4.96  -1.42  0.334
H  -2.55  -4.68  -0.43  0.336
H  -0.53  -5.42  1.15  0.454
H  0.88  -5.24  3.16  0.390
H  1.77  -3.08  3.89  0.414
H  1.28  -1.01  2.63  0.503
C  -2.20  0.86  -3.05  -1.220
H  -2.88  1.62  -2.66  0.359
H  -2.76  0.13  -3.63  0.353
H  -1.45  1.33  -3.69  0.355
H  -0.75  1.91  -1.28  0.660
H  1.48  2.05  -0.68  0.352
H  3.13  3.20  0.50  0.461
H  2.47  2.55  2.02  0.319
H  0.58  4.08  1.93  0.345
H  2.10  4.99  1.81  0.395
H  0.47  5.89  0.21  0.461
H  0.19  4.28  -0.48  0.116
H  1.29  6.77  -1.86  0.283
H  2.60  5.85  -2.66  0.245

=====

Entry from the OMol25 dataset: a molecular structure, C2H8O2 in a non-equilibrium geometry (wB97M-V/def2-TZVPD).

## Properties
ΔE to the lowest compared entry with this formula, charge and spin = 344.0 kJ/mol
Frontier orbital gap = 9.47 eV
Electronic energy = -231.33129 Ha
Multiplicity = 1
LUMO = 0.498 eV

Each line ends with the Mulliken charge.
Cartesian coordinates (Å):
C  -2.03  0.03  0.20  -0.524
C  1.81  0.39  -0.09  -0.478
H  -0.39  -1.02  0.12  0.400
H  -2.91  0.13  -0.33  0.274
H  -2.11  -0.37  1.35  0.214
H  -1.84  1.43  0.20  0.109
H  1.58  -1.80  -0.27  0.367
H  1.00  1.20  -0.10  0.166
H  2.63  0.93  0.49  0.278
H  2.10  0.53  -1.23  0.247
O  -1.06  -0.55  -0.60  -0.475
O  1.21  -0.89  0.26  -0.576

=====

Entry from the OMol25 dataset: a molecular structure, C10H14B2BaF4N6 in a non-equilibrium geometry (wB97M-V/def2-TZVPD).

## Properties
ΔE to the lowest compared entry with this formula, charge and spin = 0.0 kJ/mol
Frontier orbital gap = 9.01 eV
Electronic energy = -1193.02917 Ha
Multiplicity = 1
LUMO = -0.295 eV

Each line ends with the Mulliken charge.
Cartesian coordinates (Å):
H  -0.02  3.19  1.93  0.462
N  0.31  1.88  0.29  -0.100
B  0.75  0.80  -2.03  0.244
N  0.63  2.05  -1.05  -0.087
C  0.79  3.37  -1.31  -0.155
Ba  -0.62  -0.55  1.09  1.953
H  1.06  3.63  -2.32  0.430
C  0.54  4.07  -0.12  -1.055
H  0.57  5.13  0.02  0.373
C  0.24  3.10  0.86  -0.204
H  1.21  1.21  -3.06  -0.149
C  -2.15  -2.88  2.68  -0.922
H  -2.47  -3.19  3.67  0.297
H  -1.14  -3.25  2.51  0.329
H  -2.83  -3.28  1.92  0.361
N  -0.66  0.21  -2.36  0.074
N  1.72  -0.35  -1.51  0.275
N  -1.48  -0.32  -1.38  -0.310
N  1.62  -0.79  -0.21  -0.598
C  -1.30  0.16  -3.55  -0.161
C  2.72  -1.01  -2.13  -0.172
H  -0.79  0.53  -4.43  0.422
H  2.94  -0.75  -3.15  0.452
C  -2.57  -0.39  -3.35  -0.873
C  3.27  -1.92  -1.20  -0.991
C  -2.64  -0.68  -1.97  -0.376
C  2.54  -1.76  -0.01  -0.176
H  -3.31  -0.54  -4.10  0.387
H  4.08  -2.58  -1.36  0.403
H  -3.48  -1.12  -1.43  0.406
H  2.61  -2.25  0.98  0.457
H  -2.17  -1.78  2.66  0.040
F  0.03  0.03  3.33  -0.360
B  0.01  0.01  4.84  0.442
F  -1.00  0.95  5.08  -0.384
F  -0.33  -1.33  5.08  -0.402
F  1.33  0.38  5.09  -0.333

=====

Entry from the OMol25 dataset: a molecular structure, C10H21F3INdO2P2 in a non-equilibrium geometry (wB97M-V/def2-TZVPD).

## Properties
ΔE to the lowest compared entry with this formula, charge and spin = 49.9 kJ/mol
Net charge = +2
Frontier orbital gap (spin up / spin down) = 4.56 / 4.58 eV
Electronic energy = -2384.89628 Ha
Multiplicity = 4
LUMO (spin up / spin down) = -10.357 / -10.356 eV

Each line ends with the Mulliken charge.
Cartesian coordinates (Å):
C  2.79  -4.31  1.76  -0.702
C  1.49  -3.57  1.62  0.730
H  2.60  -5.25  2.31  0.367
H  3.50  -3.69  2.34  0.335
H  3.17  -4.56  0.75  0.335
O  0.35  -3.57  1.86  -0.088
I  3.55  0.27  -0.91  -0.393
Nd  0.64  0.46  -0.37  0.931
P  -0.69  -0.93  -2.53  0.629
C  -2.49  -0.92  -2.87  -1.252
C  -0.14  -0.09  -4.07  -1.292
H  -0.60  -0.64  -4.91  0.448
H  -0.23  -2.84  -3.98  0.382
H  0.95  -0.14  -4.13  0.418
H  0.69  -2.89  -2.44  0.311
H  -2.89  0.10  -2.79  0.333
H  -0.50  0.95  -4.07  0.368
C  -0.29  -2.68  -2.89  -1.060
H  -2.67  -1.31  -3.88  0.439
H  -1.07  -3.31  -2.45  0.354
H  -2.99  -1.55  -2.13  0.394
P  0.27  1.67  2.21  0.613
C  -1.31  2.23  2.95  -1.243
C  1.06  0.90  3.66  -1.051
H  2.15  3.14  1.83  0.416
H  1.05  3.72  3.14  0.453
H  0.57  3.95  1.41  0.370
C  1.10  3.30  2.12  -1.295
H  1.86  0.24  3.29  0.312
H  1.48  1.69  4.31  0.384
H  -1.09  2.84  3.83  0.442
H  -1.89  1.35  3.24  0.393
H  0.28  0.33  4.20  0.354
H  -1.89  2.81  2.22  0.326
C  -1.87  0.40  0.13  0.256
O  -3.01  0.46  0.32  -0.161
F  -1.51  3.34  -0.22  -0.255
C  -0.89  2.46  -1.10  0.219
F  -1.76  2.42  -2.18  -0.264
F  0.22  3.19  -1.54  -0.256

=====

Entry from the OMol25 dataset: a single C5H6FP molecule in a non-equilibrium geometry (wB97M-V/def2-TZVPD).

## Properties
SMILES = CP1=CC=CC=1F
ΔE to the lowest compared entry with this formula, charge and spin = 0.0 kJ/mol
Frontier orbital gap = 8.77 eV
Electronic energy = -635.26669 Ha
Multiplicity = 1
LUMO = 0.287 eV

Each line ends with the Mulliken charge.
Cartesian coordinates (Å):
C  1.17  -1.21  -0.06  -0.291
C  0.40  -1.16  -1.19  -0.290
C  1.26  -0.05  0.63  -0.478
C  -0.16  0.04  -1.47  0.262
C  -1.28  1.19  1.05  -1.038
F  -0.90  0.29  -2.50  -0.260
P  0.31  1.23  -0.07  -0.087
H  1.69  -2.11  0.16  0.417
H  0.42  -1.98  -1.94  0.322
H  1.92  0.07  1.46  0.444
H  -1.13  1.85  1.99  0.275
H  -1.61  0.19  1.32  0.317
H  -2.08  1.65  0.64  0.408

=====

Entry from the OMol25 dataset: a single C5H9NO2 molecule in a non-equilibrium geometry (wB97M-V/def2-TZVPD).

## Properties
ΔE to the lowest compared entry with this formula, charge and spin = 330.3 kJ/mol
Frontier orbital gap = 9.01 eV
Electronic energy = -401.05095 Ha
Multiplicity = 1
LUMO = 0.439 eV

Each line ends with the Mulliken charge.
Cartesian coordinates (Å):
C  0.46  -1.56  0.37  -0.093
C  0.53  1.57  -0.36  -1.564
C  -0.75  -0.60  0.40  0.574
C  -0.66  0.66  -0.46  0.913
N  1.70  -1.32  0.00  -0.306
C  -1.70  0.92  -1.24  -1.016
O  0.05  -0.30  1.85  -0.612
O  -1.84  -1.23  0.50  -0.784
H  -0.63  -0.65  2.45  0.335
H  0.16  -2.61  0.42  0.428
H  2.40  -2.05  0.08  0.268
H  2.06  -0.38  0.10  0.204
H  0.89  1.64  0.67  0.338
H  1.36  1.24  -1.00  0.264
H  0.28  2.57  -0.71  0.427
H  -1.75  1.83  -1.83  0.310
H  -2.56  0.26  -1.24  0.313

=====

Entry from the OMol25 dataset: 2 unconnected molecules or ions with the total composition C2H4N2O2 in a non-equilibrium geometry (wB97M-V/def2-TZVPD).

## Properties
SMILES = C#[N+][O-].C=NO
ΔE to the lowest compared entry with this formula, charge and spin = 728.6 kJ/mol
Frontier orbital gap = 10.08 eV
Electronic energy = -338.37568 Ha
Multiplicity = 1
LUMO = 0.827 eV

Each line ends with the Mulliken charge.
Cartesian coordinates (Å):
C  -0.53  0.56  1.52  -0.266
C  -0.16  -1.71  -1.78  -0.249
N  -0.55  -0.11  0.46  -0.224
N  0.87  -2.18  -2.01  0.549
O  1.99  -2.43  -2.21  -0.638
O  0.16  0.29  -0.58  -0.284
H  -1.20  0.22  2.25  0.261
H  -0.21  1.64  1.66  0.212
H  0.62  1.06  -0.60  0.294
H  -1.17  -1.98  -1.68  0.346

=====

Question: What is the formula in the third record?
Answer: C2H8O2

=====

Question: The highest multiplicity belongs to which entry?
Answer: C10H21F3INdO2P2

=====

Copy entry 3 word for word.
Entry from the OMol25 dataset: a molecular structure, C2H8O2 in a non-equilibrium geometry (wB97M-V/def2-TZVPD).

## Properties
ΔE to the lowest compared entry with this formula, charge and spin = 344.0 kJ/mol
Frontier orbital gap = 9.47 eV
Electronic energy = -231.33129 Ha
Multiplicity = 1
LUMO = 0.498 eV

Each line ends with the Mulliken charge.
Cartesian coordinates (Å):
C  -2.03  0.03  0.20  -0.524
C  1.81  0.39  -0.09  -0.478
H  -0.39  -1.02  0.12  0.400
H  -2.91  0.13  -0.33  0.274
H  -2.11  -0.37  1.35  0.214
H  -1.84  1.43  0.20  0.109
H  1.58  -1.80  -0.27  0.367
H  1.00  1.20  -0.10  0.166
H  2.63  0.93  0.49  0.278
H  2.10  0.53  -1.23  0.247
O  -1.06  -0.55  -0.60  -0.475
O  1.21  -0.89  0.26  -0.576

=====

Question: What is the formula in the fourth record?
Answer: C10H14B2BaF4N6